Here is a gas-phase ion, C5H4O2P (charge -1) from OMol25. Energies are from wB97M-V/def2-TZVPD.

Last column: Löwdin charge in e.
Positions of all 12 atoms, in Å:
C  0.3520  -1.2503  0.3667  -0.137
C  0.5895  -0.9008  -0.9475  -0.131
C  -0.1641  -0.4494  1.3942  -0.159
C  -0.8416  0.6970  1.0885  -0.556
C  0.2283  0.3446  -1.5505  -0.708
O  -1.4294  1.7552  1.8953  -0.350
O  0.6017  0.7124  -2.6713  -0.107
P  -0.9633  1.3519  -0.6277  1.002
H  0.7031  -2.1647  0.5888  0.052
H  1.0818  -1.7076  -1.5159  0.091
H  -0.1311  -0.6822  2.3963  0.061
H  -0.0269  2.2937  -0.4168  -0.059

Summary:
SMILES: O=c1cccc([O-])[pH]1
E_LUMO: 4.002 eV
Orbital gap: 7.540 eV
Energy relative to the best compared isomer or geometry (same formula, charge and spin): 0.074 eV
Spin multiplicity: 1
Charge: -1

Here is C5H4O3 in the gas phase from OMol25. Energies are from wB97M-V/def2-TZVPD.

Last column: Löwdin charge in e.
Positions of all 12 atoms, in Å:
C  -2.3902  0.0546  -0.0695  -0.306
C  -0.1658  -0.3208  -0.4779  -0.391
C  0.6886  -0.9714  0.2778  -0.002
C  1.8630  -0.1645  0.4114  -0.008
C  1.4635  0.9970  -0.2890  -0.145
H  -3.3435  -0.6583  -0.4118  0.199
H  0.5088  -1.9380  0.5568  0.099
H  2.7778  -0.3722  0.8434  0.074
H  2.0564  2.1031  -0.1306  0.195
O  -2.2682  0.9961  0.7127  0.087
O  -1.4429  -0.6321  -0.6677  0.095
O  0.2524  0.9064  -0.7556  0.103

Summary:
SMILES: O=COc1ccco1
E_LUMO: 0.921 eV
Orbital gap: 9.799 eV
Energy relative to the best compared isomer or geometry (same formula, charge and spin): 2.865 eV
Spin multiplicity: 1
Charge: 0

Here is C5H4O3 in the gas phase from OMol25. Energies are from wB97M-V/def2-TZVPD.

Last column: Löwdin charge in e.
Positions of all 12 atoms, in Å:
C  -1.7469  -0.1150  0.2539  -0.014
C  -0.2751  -0.0213  0.0474  -0.159
C  0.7264  0.0292  0.9189  0.092
C  2.0088  0.1022  0.1720  -0.429
O  3.1189  0.2015  0.5719  0.175
O  1.7059  0.1470  -1.1823  0.140
C  0.3398  0.0218  -1.3243  -0.398
O  -0.1974  0.0650  -2.3815  0.183
H  -2.2831  0.1951  -0.6427  0.087
H  -2.0285  -1.1488  0.4711  0.097
H  -2.0583  0.5040  1.0967  0.090
H  0.6895  0.0193  1.9990  0.136

Summary:
SMILES: CC1=CC(=O)OC1=O
E_LUMO: -0.789 eV
Orbital gap: 10.194 eV
Energy relative to the best compared isomer or geometry (same formula, charge and spin): 0.000 eV
Spin multiplicity: 1
Charge: 0

Here is a gas-phase ion, C5H5BClN4O2 (charge +1) from OMol25. Energies are from wB97M-V/def2-TZVPD.

Last column: Löwdin charge in e.
Positions of all 18 atoms, in Å:
B  -2.4248  0.8408  0.1970  -0.772
C  2.0440  -1.5377  0.0092  -0.033
C  -1.4997  -1.4386  0.2900  -0.020
C  0.6913  -1.1275  0.1586  -0.179
C  3.2476  0.4819  -0.3011  -0.815
C  -0.0111  0.0167  0.0646  0.243
N  3.0925  -0.8558  -0.2427  0.101
N  -1.3225  -0.0737  0.1445  0.146
N  -0.3523  -2.0468  0.2348  0.172
N  2.4137  1.2350  -0.8881  0.191
O  -2.1579  2.0039  0.7855  0.239
O  -3.5035  0.4198  -0.4668  0.254
Cl  4.8646  1.0064  0.1828  0.707
H  2.0730  -2.7166  0.0001  0.182
H  -2.5355  -1.9368  0.4082  0.203
H  2.6587  2.1735  -0.9641  0.050
H  -2.9370  2.6520  0.8776  0.184
H  -4.3412  0.9037  -0.4902  0.147

Summary:
SMILES: [H]/N=C(Cl)/N=C\C1=C=[N+](B(O)O)C=N1
E_LUMO (spin up / spin down): -6.540 / -8.384 eV
Orbital gap (spin up / spin down): 7.920 / 5.613 eV
Spin multiplicity: 1
Charge: +1

Here is C5H5Br2OP in the gas phase from OMol25. Energies are from wB97M-V/def2-TZVPD.

Last column: Löwdin charge in e.
Positions of all 14 atoms, in Å:
C  -0.8984  -1.0914  1.0963  -0.115
C  -1.4430  -0.6208  -1.0751  -0.249
C  0.0066  -0.1337  1.0323  -0.068
C  -0.4598  0.2921  -1.0179  -0.418
C  1.0748  0.5140  1.7696  -0.093
O  -1.6760  -1.3837  -0.0239  -0.052
P  0.1549  1.6743  -1.9559  0.167
Br  -0.1047  0.9363  -4.0528  0.176
Br  2.3743  1.2902  -1.6121  0.170
H  -1.0937  -1.9795  1.6994  0.138
H  -2.0186  -1.1118  -1.8215  0.122
H  1.8911  0.2128  1.1747  0.030
H  1.1180  1.5210  2.0502  0.065
H  1.0746  -0.1198  2.7365  0.127

Summary:
E_LUMO: -0.138 eV
Orbital gap: 8.808 eV
Energy relative to the best compared isomer or geometry (same formula, charge and spin): 2.681 eV
Spin multiplicity: 1
Charge: 0

Here is C5H5BrOS in the gas phase from OMol25. Energies are from wB97M-V/def2-TZVPD.

Last column: Löwdin charge in e.
Positions of all 13 atoms, in Å:
C  0.7387  0.8464  0.1581  -0.161
C  0.5740  -0.2818  -0.4899  -0.059
C  1.3317  -1.1915  -1.2969  -0.300
C  -0.3557  1.5500  0.8718  -0.446
C  -1.4976  -0.8144  0.0815  -0.942
O  0.9402  -2.1849  -1.8445  0.070
S  -1.9922  0.8131  0.4710  0.795
Br  -1.2406  -2.0794  1.4918  0.611
H  1.6959  1.3538  0.2148  0.126
H  2.3932  -0.8655  -1.3869  0.130
H  -0.1921  1.5289  1.9535  0.085
H  -0.4175  2.5903  0.5497  0.078
H  -1.9780  -1.2650  -0.7741  0.011

Summary:
E_LUMO: -0.143 eV
Orbital gap: 8.810 eV
Energy relative to the best compared isomer or geometry (same formula, charge and spin): 2.844 eV
Spin multiplicity: 1
Charge: 0

Here is C5H5Cl2F in the gas phase from OMol25. Energies are from wB97M-V/def2-TZVPD.

Last column: Löwdin charge in e.
Positions of all 13 atoms, in Å:
C  -1.1659  0.6676  0.6710  -0.566
C  -1.2999  -0.6620  -0.0514  -0.811
C  -0.1269  -1.2138  -0.5265  -0.046
C  1.0958  -0.5460  -0.2070  -0.382
C  1.5268  0.7442  -0.1707  0.039
H  -0.1510  0.4646  1.0753  0.051
H  -1.8361  0.9019  1.5458  0.095
H  0.0974  -2.1240  -1.0713  0.127
H  1.0962  1.5279  -0.7860  0.012
H  2.5857  0.9283  0.0565  0.083
F  2.0445  -1.4886  0.0250  0.031
Cl  -1.1097  2.1607  -0.3634  0.576
Cl  -2.7572  -1.3608  -0.1973  0.790

Summary:
SMILES: C=C(F)/C=C(/Cl)CCl
E_LUMO: -0.059 eV
Orbital gap: 9.020 eV
Energy relative to the best compared isomer or geometry (same formula, charge and spin): 2.078 eV
Spin multiplicity: 1
Charge: 0

Here is a molecular structure, C5H5Cl2IrNO5V from OMol25. Energies are from wB97M-V/def2-TZVPD.

Last column: Löwdin charge in e.
Positions of all 20 atoms, in Å:
Ir  0.2797  -0.4741  -4.8121  1.154
V  -0.7750  1.3834  -0.3069  0.896
Cl  -1.3473  -1.6460  -3.8175  0.128
Cl  -1.5132  2.9365  -1.6253  0.470
C  1.0888  1.5123  -0.7041  -0.015
C  1.5322  -1.7452  -5.1809  -0.307
C  0.6274  1.3213  -4.6977  -0.342
O  2.2399  1.7065  -0.8488  0.293
O  2.3224  -2.5712  -5.3900  0.243
O  0.7769  2.4821  -4.6053  0.160
N  -0.1738  -0.4359  4.2213  0.271
C  -1.1478  -0.7703  3.1392  0.077
C  -0.3824  -0.3437  1.9198  -0.382
O  0.8547  -0.2764  2.0103  0.418
O  -1.1045  -0.0182  0.8950  -0.041
H  0.7360  -0.2521  3.7918  0.160
H  -0.1073  -1.1687  4.9135  0.207
H  -0.5403  0.3776  4.7304  0.216
H  -1.3222  -1.8484  3.1361  0.204
H  -2.0441  -0.1696  3.2313  0.189

Summary:
E_LUMO (spin up / spin down): -18.465 / -20.994 eV
Orbital gap (spin up / spin down): 3.683 / 2.280 eV
Energy relative to the best compared isomer or geometry (same formula, charge and spin): 2.218 eV
Spin multiplicity: 7
Charge: +4

Here is C5H5Cl2P in the gas phase from OMol25. Energies are from wB97M-V/def2-TZVPD.

Last column: Löwdin charge in e.
Positions of all 13 atoms, in Å:
C  0.8553  0.7752  0.4042  -0.265
C  0.4990  -0.6108  0.2864  -0.205
C  0.4699  1.5821  -0.5274  0.002
C  -0.0341  -1.1886  -0.8384  -0.334
C  -2.2851  -0.1158  -1.4455  -1.420
P  -0.6318  -0.0419  -2.1771  0.908
Cl  -3.1105  -1.5352  -2.0716  0.547
Cl  -3.1568  1.4157  -1.9050  0.444
H  1.3031  1.2111  1.3103  0.110
H  1.0177  -1.2497  1.0181  0.100
H  0.3680  2.6750  -0.7829  0.064
H  -0.5092  -2.1075  -0.8365  0.019
H  -2.1117  0.0641  -0.3732  0.029

Summary:
E_LUMO (spin up / spin down): -0.113 / -0.113 eV
Orbital gap (spin up / spin down): 8.712 / 8.711 eV
Energy relative to the best compared isomer or geometry (same formula, charge and spin): 3.655 eV
Spin multiplicity: 1
Charge: 0

Here is C5H5ClF2 in the gas phase from OMol25. Energies are from wB97M-V/def2-TZVPD.

Last column: Löwdin charge in e.
Positions of all 13 atoms, in Å:
C  -1.6815  1.1509  -1.1381  -0.016
C  -0.2143  1.2675  -1.0320  -0.324
C  0.6508  0.5741  -0.2625  -0.063
C  0.3501  -0.6066  0.5689  -0.627
C  -0.4272  -1.6440  0.3007  -0.190
H  -2.0936  0.7051  -0.2316  0.089
H  -2.1288  2.1261  -1.2917  0.087
H  -1.9286  0.5012  -1.9856  0.094
H  1.6555  0.9745  -0.1833  0.111
H  -0.4675  -2.5763  0.8850  0.124
F  0.2931  2.2369  -1.8165  0.056
F  -1.0012  -1.7514  -0.9059  0.022
Cl  1.1334  -0.6207  2.1580  0.634

Summary:
SMILES: C/C(F)=C\C(Cl)=C/F
E_LUMO: 0.830 eV
Orbital gap: 9.884 eV
Energy relative to the best compared isomer or geometry (same formula, charge and spin): 0.825 eV
Spin multiplicity: 1
Charge: 0

Here is C5H5ClN2O in the gas phase from OMol25. Energies are from wB97M-V/def2-TZVPD.

Last column: Löwdin charge in e.
Positions of all 14 atoms, in Å:
C  2.2669  1.2730  -0.1911  -0.309
C  0.4451  -0.3789  -0.9266  -0.531
C  -0.1104  0.5616  0.9000  -0.001
C  1.4383  0.2354  0.0639  -0.622
C  -1.9716  -0.8535  -0.3347  0.007
N  2.7771  2.2495  -0.3814  0.214
N  -0.6310  -0.2901  -0.1699  -0.087
O  0.6713  -0.8176  -2.0101  0.129
Cl  2.3196  -0.9196  1.0766  0.713
H  -0.1760  0.2389  1.9092  0.091
H  -0.1200  1.6481  0.8878  0.110
H  -2.6303  -0.4589  0.4870  0.106
H  -2.3090  -0.5936  -1.3116  0.086
H  -1.9701  -1.8945  0.0010  0.095

Summary:
SMILES: CN1C[C@](Cl)(C#N)C1=O
E_LUMO: 0.454 eV
Orbital gap: 10.591 eV
Energy relative to the best compared isomer or geometry (same formula, charge and spin): 1.182 eV
Spin multiplicity: 1
Charge: 0

Here is C5H5ClO2 in the gas phase from OMol25. Energies are from wB97M-V/def2-TZVPD.

Last column: Löwdin charge in e.
Positions of all 13 atoms, in Å:
C  1.3846  0.1547  -0.1591  -0.629
C  2.4882  -0.8385  -0.1046  -0.288
C  0.1253  -0.2741  -0.2284  -0.049
C  -1.0859  0.5812  -0.2732  -0.289
C  -2.2439  0.2837  0.5847  -0.089
H  2.1574  -1.8984  -0.1665  0.128
H  -0.0503  -1.3342  -0.1884  0.126
H  -0.9407  1.6003  -0.6198  0.131
H  -2.8984  1.0870  0.8974  0.114
H  -2.1996  -0.5590  1.2550  0.112
O  3.6688  -0.5545  -0.0463  0.035
O  -2.2489  -0.0636  -0.8036  -0.034
Cl  1.8434  1.8153  -0.1473  0.731

Summary:
SMILES: O=C/C(Cl)=C/[C@@H]1CO1
E_LUMO: -0.182 eV
Orbital gap: 9.809 eV
Energy relative to the best compared isomer or geometry (same formula, charge and spin): 1.720 eV
Spin multiplicity: 1
Charge: 0